Record 1
This record from the OMol25 dataset describes a single C4H7NOS molecule. The level of theory is ωB97M-V/def2-TZVPD.

```
! RIJCOSX wB97M-V def2-TZVPD def2/J DEFGRID3
* xyz 0 1
C 1.77 -0.98 -1.14
C 0.92 0.13 -0.27
C -1.43 0.49 0.92
C -1.45 1.55 1.63
H 1.57 -1.96 -0.52
H 1.14 -1.26 -1.98
H 2.72 -0.89 -1.62
H -1.09 -0.84 -1.70
H -2.13 -0.35 1.21
H -2.20 1.67 2.42
H -0.48 2.18 1.49
N -0.35 0.00 0.03
O -0.87 -1.11 -0.65
S 1.87 1.38 0.19
*
```

Output
- structure (SMILES) = C=CN(O)C(C)=S
- HOMO level (eV) = -8.1
- ΔE to the lowest compared entry with this formula, charge and spin (eV) = 4.8916


Record 2
This record from the OMol25 dataset describes a molecular structure, C4H7NOS. The level of theory is ωB97M-V/def2-TZVPD.

```
! RIJCOSX wB97M-V def2-TZVPD def2/J DEFGRID3
* xyz 0 1
C 2.84 0.20 0.08
C 0.35 -0.10 0.09
C -2.15 -0.29 0.80
C -2.14 -0.14 -0.67
H 2.45 1.05 -0.71
H 3.99 -0.14 -0.65
H 3.00 0.56 1.17
H -2.19 0.74 1.45
H -2.79 -1.28 0.94
H -1.91 0.90 -1.02
H -2.58 -0.72 -1.45
N -0.96 -0.84 -0.09
O 0.47 1.15 0.04
S 1.63 -1.09 0.03
*
```

Output
- HOMO level (eV) = -9.6
- ΔE to the lowest compared entry with this formula, charge and spin (eV) = 4.4189


Record 3
This record from the OMol25 dataset describes a single C4H7NOS molecule. The level of theory is ωB97M-V/def2-TZVPD.

```
! RIJCOSX wB97M-V def2-TZVPD def2/J DEFGRID3
* xyz 0 1
C -0.57 -0.22 2.81
C 0.18 0.24 0.53
C 1.41 0.55 0.87
C -0.19 -0.02 -0.87
H -0.06 -1.19 3.00
H -1.55 -0.31 3.28
H 0.00 0.66 3.19
H 2.05 0.85 0.00
H 1.67 0.66 1.88
H -1.92 -0.34 -0.11
H -1.76 -0.62 -1.87
N -1.47 -0.35 -0.94
O -0.89 -0.09 1.41
S 0.88 0.01 -2.13
*
```

Output
- structure (SMILES) = C=C(OC)C(N)=S
- HOMO level (eV) = -8.3
- ΔE to the lowest compared entry with this formula, charge and spin (eV) = 1.4982


Record 4
This record from the OMol25 dataset describes a single C4H7NOS molecule. The level of theory is ωB97M-V/def2-TZVPD.

```
! RIJCOSX wB97M-V def2-TZVPD def2/J DEFGRID3
* xyz 0 1
C -0.92 -0.73 1.51
C -0.50 0.20 -0.68
C -0.21 -0.53 -1.90
C 0.92 0.47 -1.12
H 1.23 1.41 3.24
H -1.25 -1.77 1.67
H -1.24 1.11 -0.54
H -0.69 -0.19 -2.83
H 0.01 -1.77 -1.83
H 1.15 1.46 -1.57
H 1.87 -0.05 -0.64
N -0.38 0.00 2.50
O -0.92 -0.90 0.21
S 0.92 1.28 1.99
*
```

Output
- structure (SMILES) = S/N=C\OC1CC1
- HOMO level (eV) = -8.7
- ΔE to the lowest compared entry with this formula, charge and spin (eV) = 5.1455


Record 5
This record from the OMol25 dataset describes a single C4H7NOS molecule. The level of theory is ωB97M-V/def2-TZVPD.

```
! RIJCOSX wB97M-V def2-TZVPD def2/J DEFGRID3
* xyz 0 1
C 0.03 0.14 -0.11
C -1.36 -0.28 0.38
C 0.91 -0.86 -0.41
C 2.38 -0.41 -0.38
H 1.08 1.74 -0.20
H -0.53 2.19 -0.22
H -1.14 -1.49 0.70
H -1.33 0.25 1.29
H -3.78 -0.61 0.28
H 0.49 -1.85 -0.24
H 3.16 -1.26 -0.36
N 0.22 1.47 -0.03
O 2.74 0.71 -0.21
S -2.86 0.25 -0.50
*
```

Output
- structure (SMILES) = N/C(=C\C=O)CS
- HOMO level (eV) = -8.8
- ΔE to the lowest compared entry with this formula, charge and spin (eV) = 2.3710


Record 6
This record from the OMol25 dataset describes a molecular structure, C4H7NOS. The level of theory is ωB97M-V/def2-TZVPD.

```
! RIJCOSX wB97M-V def2-TZVPD def2/J DEFGRID3
* xyz 0 1
C 1.06 -0.93 1.06
C 0.55 0.72 -0.70
C -0.69 1.12 -0.52
C -1.81 0.35 0.27
H -0.20 -0.39 1.19
H 1.78 -0.82 2.00
H 0.88 -1.91 0.79
H 2.42 -0.12 -0.42
H 1.26 1.49 -1.23
H -1.08 2.08 -1.05
H -1.17 -1.02 -1.83
N 1.41 -0.18 -0.16
O -2.51 0.93 1.04
S -1.91 -1.32 -0.46
*
```

Output
- HOMO level (eV) = -8.6
- ΔE to the lowest compared entry with this formula, charge and spin (eV) = 3.9276


Record 7
This record from the OMol25 dataset describes a molecular structure, C4H7NOS. The level of theory is ωB97M-V/def2-TZVPD.

```
! RIJCOSX wB97M-V def2-TZVPD def2/J DEFGRID3
* xyz 0 1
C 2.10 0.43 0.21
C -0.10 -1.35 -0.18
C -0.59 0.17 -0.32
C -2.04 0.46 0.23
N 2.93 1.33 0.23
O 0.32 1.07 0.27
S 1.76 -1.23 0.04
H -0.45 -1.88 0.80
H -0.18 -2.06 -1.06
H -0.53 0.36 -1.41
H -2.52 -0.38 0.73
H -2.69 0.64 -0.63
H -1.94 1.26 0.88
H 3.94 1.17 0.21
*
```

Output
- HOMO level (eV) = -9.3
- ΔE to the lowest compared entry with this formula, charge and spin (eV) = 2.9639


Record 8
This record from the OMol25 dataset describes a single C4H7NOS2 molecule. The level of theory is ωB97M-V/def2-TZVPD.

```
! RIJCOSX wB97M-V def2-TZVPD def2/J DEFGRID3
* xyz 0 1
C 0.38 0.28 -0.62
C 1.25 -0.28 0.57
C 1.13 0.41 1.80
C -1.76 0.12 -1.65
N -0.86 -0.29 -0.59
O 0.69 1.18 -1.35
S 0.71 -2.10 0.62
S -1.25 -1.59 0.46
H 2.28 -0.31 0.12
H 0.04 0.34 2.05
H 1.46 1.42 1.87
H 1.89 0.00 2.49
H -1.09 0.56 -2.48
H -2.42 -0.69 -2.08
H -2.45 0.96 -1.21
*
```

Output
- structure (SMILES) = C[C@H]1SSN(C)C1=O
- HOMO level (eV) = -8.5
- ΔE to the lowest compared entry with this formula, charge and spin (eV) = 1.1970


Record 9
This record from the OMol25 dataset describes a single C4H7NOSi molecule. The level of theory is ωB97M-V/def2-TZVPD.

```
! RIJCOSX wB97M-V def2-TZVPD def2/J DEFGRID3
* xyz 0 1
C 1.38 -0.71 -0.49
C 1.74 0.61 -0.41
C 0.31 -1.51 -0.06
C 1.24 1.56 0.51
N -3.20 -0.26 -0.90
O -0.66 -1.01 0.59
Si -2.07 -0.15 0.21
H 2.19 -1.18 -1.08
H 2.59 1.00 -0.86
H 0.30 -2.59 -0.34
H 2.17 2.11 0.73
H -4.09 0.26 -0.93
H 0.45 1.65 1.40
H -2.35 0.23 1.63
*
```

Output
- structure (SMILES) = [H]/N=[SiH]/O/C=C\C=C
- HOMO level (eV) = -8.2
- ΔE to the lowest compared entry with this formula, charge and spin (eV) = 4.4219


Record 10
This record from the OMol25 dataset describes a single C4H7NOSi molecule. The level of theory is ωB97M-V/def2-TZVPD.

```
! RIJCOSX wB97M-V def2-TZVPD def2/J DEFGRID3
* xyz 0 1
C 1.78 0.62 0.12
C 1.60 -0.83 0.00
C 0.90 1.62 -0.11
C 0.46 -1.42 -0.32
N -2.52 -0.26 0.53
O -0.43 1.49 -0.28
Si -1.24 0.07 -0.64
H 2.77 1.12 0.41
H 2.45 -1.41 0.20
H 1.18 2.72 0.06
H 0.33 -2.47 0.07
H -3.19 -1.03 0.36
H -2.24 -0.55 1.48
H -1.85 0.31 -1.89
*
```

Output
- structure (SMILES) = N[Si@@H]1C=CC=CO1
- HOMO level (eV) = -8.2
- ΔE to the lowest compared entry with this formula, charge and spin (eV) = 1.5471


Record 11
This record from the OMol25 dataset describes a single C4H7NOSi molecule. The level of theory is ωB97M-V/def2-TZVPD.

```
! RIJCOSX wB97M-V def2-TZVPD def2/J DEFGRID3
* xyz 0 1
C -1.71 -0.92 -0.15
C -1.98 0.55 0.05
C -0.60 -1.67 -0.02
C -1.04 1.50 -0.13
N 2.70 0.38 0.43
O 0.71 -1.43 -0.07
Si 1.33 0.05 -0.41
H -2.60 -1.48 -0.23
H -3.12 0.71 0.11
H -0.84 -2.70 -0.09
H -1.17 2.63 -0.27
H 3.56 0.64 -0.03
H 2.82 -0.33 1.15
H 1.24 0.25 -1.81
*
```

Output
- HOMO level (eV) = -7.7
- ΔE to the lowest compared entry with this formula, charge and spin (eV) = 3.5467


Record 12
This record from the OMol25 dataset describes a single C4H7NOSi molecule. The level of theory is ωB97M-V/def2-TZVPD.

```
! RIJCOSX wB97M-V def2-TZVPD def2/J DEFGRID3
* xyz 0 3
C 1.88 -0.60 0.41
C 0.76 -1.44 0.38
C 1.95 0.59 -0.32
C -0.34 -1.12 -0.27
N 0.99 1.10 -0.95
O -1.51 -0.68 -0.46
Si -2.51 0.48 0.20
H 2.64 -1.12 0.92
H 0.81 -2.35 0.96
H 2.87 1.16 -0.31
H 0.87 2.10 -1.23
H -3.37 -0.32 1.07
H -1.66 1.37 0.72
H -3.38 0.84 -1.11
*
```

Output
- HOMO level (alpha / beta) (eV) = -6.1 / -8.9
- expectation value of S² = 2.05
- ΔE to the lowest compared entry with this formula, charge and spin (eV) = 1.2899